1.
The following is a DFT calculation (ωB97M-V/def2-TZVPD) of a gas-phase ion, C4H12N3O3 (charge +1) in a non-equilibrium geometry.

Structure (ORCA input):
```
! RIJCOSX wB97M-V def2-TZVPD def2/J DEFGRID3
* xyz 1 1
C -1.91 0.13 0.43
O 1.35 -0.69 0.10
H -0.87 -2.03 -1.07
C 1.32 -1.50 1.34
H 2.45 -1.89 1.38
C 1.66 2.23 -0.36
H 2.64 1.88 -0.63
N -3.17 -0.18 0.34
N 0.35 0.24 0.02
H -1.74 -0.89 -2.27
H -3.81 0.20 1.06
N -0.93 -0.21 -0.41
H 0.83 -2.46 1.17
H -3.41 -0.82 -0.31
H -0.59 1.01 1.31
H 0.91 -0.90 2.22
C -0.97 -1.08 -1.53
O -1.63 1.08 1.27
H 1.56 2.39 0.69
H 1.50 2.93 -1.06
O 0.73 1.30 -0.92
H -0.05 -0.96 -2.07
*
```

Summary:
structure (SMILES)	CON(OC)/[N+](C)=C(/N)O
electronic energy	-14943.7762	eV
gap between HOMO and LUMO	0.40232	Eh
molar mass	150.2	g mol⁻¹
energy above the lowest of the compared OMol25 structures with the same formula, charge and spin	4.966	eV



2.
The following is a DFT calculation (ωB97M-V/def2-TZVPD) of a molecular structure, C33H45CaN3O8SSi.

Structure (ORCA input):
```
! RIJCOSX wB97M-V def2-TZVPD def2/J DEFGRID3
* xyz -2 1
N 4.53 2.31 -3.84
H -1.52 -3.04 5.54
C -3.30 -0.19 -5.12
C -5.75 -2.63 1.37
C 0.85 -3.24 4.20
C 6.81 2.54 -3.42
C -3.01 0.84 1.59
C -5.13 -0.42 -2.85
C -0.70 0.53 -4.57
H 4.38 0.24 3.38
H -0.03 -3.53 1.55
C -4.09 -1.69 -0.69
H 2.95 2.27 2.74
H -2.92 0.71 4.33
C 2.58 0.53 -1.33
H -2.59 -3.56 4.23
C -0.65 -3.97 2.33
H -2.59 0.71 0.60
N 6.44 2.78 -4.80
H 8.11 3.57 -5.77
O 3.75 0.70 -0.97
C 1.76 1.83 -1.64
C -5.99 -0.83 -1.89
H 6.93 2.72 -6.79
H -3.91 1.46 1.50
O 1.95 -0.56 -1.46
O -0.85 0.73 2.74
H 3.62 -1.37 3.45
H 5.36 1.53 -2.08
H -1.38 -4.69 4.90
H 1.58 -2.84 3.50
Ca -0.25 -0.12 -1.21
H -0.51 0.93 -6.67
H 5.21 3.28 -2.10
C -2.80 -0.24 -3.81
H -5.49 0.14 -3.71
H 3.86 -0.56 1.89
H -2.42 3.52 1.83
H 1.88 -0.49 5.04
H 1.09 -4.28 4.42
H 7.41 1.62 -3.33
C -4.35 -2.80 1.44
H 0.84 0.87 4.57
O -0.68 -1.15 0.75
C 3.61 -0.40 2.94
C 1.85 0.46 4.50
H -0.31 -4.99 2.52
C -2.66 1.69 3.91
H 2.55 1.15 4.98
H -3.92 -3.27 2.31
C -3.53 -2.34 0.44
H -2.45 -2.39 0.51
H -7.38 -1.86 0.22
H 8.03 1.79 -5.74
C 7.43 2.71 -5.83
Si -0.29 -0.73 2.22
C -2.01 1.51 2.54
H -3.57 2.29 3.84
O -0.91 -1.79 3.37
H -3.30 -0.14 1.97
H -4.31 -0.51 -5.35
H -7.06 -0.64 -1.96
H -0.86 3.33 2.66
C 2.24 0.25 3.04
C -1.17 0.60 -5.87
H 3.54 2.18 -3.59
C -0.56 -3.14 3.61
C -6.31 -2.00 0.29
C -1.48 0.10 -3.48
H -1.67 -4.01 1.96
C 5.10 2.52 -5.01
H 0.90 -2.67 5.13
C 2.24 1.57 2.28
O 2.25 2.62 -2.47
O 0.67 1.97 -1.00
C -5.49 -1.52 -0.76
S 4.36 2.49 -6.52
C 5.45 2.41 -2.71
C -1.57 2.86 1.97
H -1.06 2.72 1.01
H 0.33 0.83 -4.40
O 1.34 -0.67 2.42
C -3.73 -0.67 -2.73
H 7.41 3.37 -3.03
H -2.85 0.24 -7.18
C -1.58 -3.65 4.64
H 2.55 1.41 1.25
C -2.48 0.22 -6.16
H 1.25 2.02 2.29
H -6.38 -3.00 2.17
N -3.24 -1.26 -1.66
H -1.96 2.18 4.59
*
```

Summary:
electronic energy	-92965.9845	eV
gap between HOMO and LUMO	0.24868	Eh
molar mass	712.0	g mol⁻¹
energy above the lowest of the compared OMol25 structures with the same formula, charge and spin	0.528	eV



3.
The following is a DFT calculation (ωB97M-V/def2-TZVPD) of C5HN3O in the gas phase in a non-equilibrium geometry.

Structure (ORCA input):
```
! RIJCOSX wB97M-V def2-TZVPD def2/J DEFGRID3
* xyz 0 1
O 3.35 1.36 -0.01
C 0.01 -0.02 0.14
C -1.99 -1.42 0.02
H 3.25 -0.73 -0.04
C -1.42 -0.16 0.20
N 1.21 0.10 0.09
C 2.92 0.29 -0.03
C -2.13 1.03 0.00
N -2.71 2.00 -0.21
N -2.48 -2.44 -0.16
*
```

Summary:
structure (SMILES)	N#CC(=C=NC=O)C#N
electronic energy	-11714.9923	eV
gap between HOMO and LUMO	0.28637	Eh
molar mass	119.1	g mol⁻¹
energy above the lowest of the compared OMol25 structures with the same formula, charge and spin	0.970	eV



4.
The following is a DFT calculation (ωB97M-V/def2-TZVPD) of 2 unconnected molecules or ions with the total composition C4H13N3O in a non-equilibrium geometry.

Structure (ORCA input):
```
! RIJCOSX wB97M-V def2-TZVPD def2/J DEFGRID3
* xyz 0 1
C 0.90 -1.77 -0.84
H -2.35 0.98 1.43
H 1.83 -2.01 -1.34
H 1.81 2.88 -1.64
N -2.53 -1.54 0.39
C -1.68 0.22 1.84
H -3.24 -0.90 0.03
H 0.53 -2.52 -0.14
C -1.35 -0.81 0.76
H -0.62 -1.53 1.17
H -2.33 -2.20 -0.35
O -0.76 -0.11 -0.33
H -2.17 -0.28 2.67
C 2.21 1.87 -1.45
H 0.89 1.32 0.01
H 2.29 1.94 0.59
N 1.90 1.35 -0.13
H 1.79 1.19 -2.19
N 0.37 -0.67 -1.11
H -0.77 0.70 2.19
H 3.29 1.89 -1.58
*
```

Summary:
structure (SMILES)	C=NO[C@@H](C)N.CN
electronic energy	-10873.9420	eV
gap between HOMO and LUMO	0.35744	Eh
molar mass	119.2	g mol⁻¹
energy above the lowest of the compared OMol25 structures with the same formula, charge and spin	3.736	eV



5.
The following is a DFT calculation (ωB97M-V/def2-TZVPD) of a molecular structure, C3H3CrO2 in a non-equilibrium geometry.

Structure (ORCA input):
```
! RIJCOSX wB97M-V def2-TZVPD def2/J DEFGRID3
* xyz 0 6
H 0.67 -1.64 -0.60
H 0.22 0.53 -2.19
H -1.09 -0.92 0.57
C 0.47 1.11 1.00
Cr -1.82 -0.14 2.04
C 0.14 0.41 -1.11
O 0.94 -0.15 0.84
C 0.20 -0.72 -0.25
O 0.27 1.52 -0.29
*
```

Summary:
electronic energy	-35668.2063	eV
gap between HOMO and LUMO (alpha / beta)	0.22817 / 0.23767	Eh
molar mass	123.1	g mol⁻¹
energy above the lowest of the compared OMol25 structures with the same formula, charge and spin	4.589	eV



6.
The following is a DFT calculation (ωB97M-V/def2-TZVPD) of 5 unconnected molecules or ions with the total composition C14H38N5O8 in a non-equilibrium geometry.

Structure (ORCA input):
```
! RIJCOSX wB97M-V def2-TZVPD def2/J DEFGRID3
* xyz -1 1
O -5.45 -11.96 -20.32
H 4.95 -21.86 -22.57
C 6.72 -15.47 -20.27
O 5.82 -11.94 -18.46
H 7.10 -15.04 -24.31
H -2.52 -17.74 -24.57
N -5.07 -13.84 -19.42
H 6.57 -16.64 -24.40
H 2.61 -20.24 -25.33
H 4.34 -13.82 -18.67
C 6.10 -13.21 -17.99
H 4.20 -11.79 -17.34
H 1.74 -22.55 -26.30
N 5.65 -14.48 -20.03
O -1.11 -18.86 -25.22
H 3.87 -11.69 -19.01
H -4.40 -14.29 -18.80
H 5.94 -13.38 -16.92
H 6.11 -21.83 -24.01
C 6.93 -15.49 -21.72
O 4.12 -21.81 -24.55
H 0.38 -16.70 -21.67
C -0.67 -20.09 -25.66
H 3.12 -23.71 -24.60
O -1.08 -18.39 -14.64
H 5.36 -15.35 -24.55
H 0.84 -20.52 -27.13
H -6.04 -14.10 -19.35
N 1.23 -17.16 -21.42
H 0.96 -22.57 -24.74
H -2.73 -19.37 -23.94
H 2.71 -22.65 -23.37
O 5.86 -15.68 -22.62
C 5.33 -14.27 -18.67
H 1.42 -17.90 -22.09
H -0.86 -20.75 -24.82
H 7.65 -15.31 -19.73
C 4.59 -11.38 -18.26
H 4.68 -10.29 -18.25
H -3.09 -11.47 -19.58
C -4.68 -12.71 -19.78
H 5.18 -23.17 -23.38
H 5.36 -15.18 -18.08
H -3.21 -19.00 -25.52
N -3.50 -12.37 -19.37
H 5.95 -13.52 -20.15
H -3.03 -13.02 -18.75
O -0.06 -18.50 -16.36
H -1.34 -20.60 -26.35
H 0.99 -18.93 -26.24
N 1.68 -20.63 -25.24
C 2.96 -22.65 -24.43
C 6.26 -15.67 -24.02
H 7.70 -16.25 -21.92
H 1.03 -17.56 -20.51
O -1.08 -16.60 -15.98
C -2.40 -18.80 -24.81
C -0.61 -17.72 -15.62
H 7.17 -13.41 -18.07
C 5.13 -22.10 -23.62
H 7.48 -14.58 -21.95
H 2.02 -16.54 -21.47
C 1.77 -22.10 -25.31
C 0.78 -20.00 -26.18
H 6.31 -16.37 -19.81
*
```

Summary:
electronic energy	-38955.3138	eV
gap between HOMO and LUMO	0.08113	Eh
molar mass	404.5	g mol⁻¹
energy above the lowest of the compared OMol25 structures with the same formula, charge and spin	2.044	eV